Record 1
Computed, not measured: 2 unconnected molecules or ions with the total composition C5H13NS in a non-equilibrium geometry, with ωB97M-V with the def2-TZVPD basis set.

```
20
Properties=species:S:1:pos:R:3:forces:R:3
C 0.899 -1.651 0.529 -3.07 -1.35 -2.66
C 1.172 -0.154 -1.544 0.03 -2.32 -0.96
C 0.167 2.199 0.049 1.57 -1.20 2.86
C 1.207 -0.270 -0.013 -0.69 0.99 -0.30
C 0.271 0.762 0.589 0.22 0.89 -5.29
N -3.200 -0.801 0.716 -0.21 4.90 3.35
S -2.367 0.197 -0.370 1.81 0.06 -0.22
H 1.496 -2.492 0.046 -0.35 1.16 1.29
H -0.248 -1.946 0.243 2.54 0.84 0.20
H 0.776 -1.552 1.575 0.81 -0.67 1.30
H 1.835 -0.987 -2.025 -1.22 1.26 0.91
H 0.098 -0.352 -1.790 0.91 0.24 -0.36
H 1.536 0.765 -2.006 -0.22 0.14 0.47
H 0.012 2.312 -0.961 -0.45 -0.31 -2.51
H 1.098 2.788 0.234 -0.57 -0.33 0.31
H -0.688 2.582 0.556 -0.40 0.91 0.38
H 2.213 0.001 0.266 0.69 0.25 0.53
H -0.332 0.567 1.364 -1.50 -0.81 3.34
H -3.051 -0.268 1.691 -1.01 -1.92 -2.56
H -2.893 -1.699 0.851 1.13 -2.73 -0.08
```
Positions in Å, forces in eV/Å.

Output
Energy above the lowest of the compared OMol25 structures with the same formula, charge and spin   93.1 kcal per mole
2S+1   1
Frontier orbital gap   6.5908 eV
LUMO energy   -0.028 Eh
Total energy   -651.09562 a.u.

***

Record 2
Computed, not measured: 7 unconnected molecules or ions with the total composition C23H36Cl18I3NO7P2S2 in a non-equilibrium geometry, with ωB97M-V with the def2-TZVPD basis set.

```
92
Properties=species:S:1:pos:R:3:forces:R:3
C 4.799 4.093 -2.099 -0.23 -0.15 -0.55
C 3.971 3.948 -3.376 0.59 1.16 0.40
O 2.749 3.210 -3.194 0.16 -0.72 -0.75
P 2.913 1.705 -2.714 1.06 -0.85 -0.29
O 2.988 1.536 -1.275 -0.46 0.07 1.58
C 1.723 0.596 -3.510 -0.12 1.34 -0.19
C 0.224 1.011 -3.481 0.05 -0.65 -0.45
C -0.731 -0.119 -2.999 0.72 1.64 0.17
C -1.228 -0.141 -1.526 0.35 -2.22 -0.44
S 0.265 -0.427 -0.499 0.32 0.59 0.93
C -2.154 -1.432 -1.375 -1.00 -0.84 0.46
I -2.215 -2.925 -3.019 0.35 0.02 -0.29
C -2.072 -2.317 -0.116 0.21 -1.02 -0.55
C -1.078 -3.511 -0.145 0.27 1.07 1.69
C -0.534 -3.770 1.283 0.53 0.28 -2.56
N 0.770 -4.475 1.137 -0.57 0.04 0.40
O -3.492 -0.946 -1.504 0.79 0.75 0.28
C -3.355 0.338 -2.020 0.06 -2.04 2.05
O -3.848 0.566 -3.043 -0.82 1.60 -1.98
C -2.297 0.976 -1.116 1.93 1.19 0.89
C -1.837 2.426 -1.224 1.10 -1.03 -0.74
I 0.099 2.908 -0.434 -0.34 -0.24 0.10
C -2.494 3.472 -1.644 -1.03 0.88 -0.48
C -1.929 4.854 -1.689 -0.75 0.13 -0.56
I -4.521 3.406 -2.233 0.06 0.24 0.24
P -2.823 1.035 0.712 -2.28 -0.41 0.87
O -1.689 0.498 1.680 0.82 -0.04 -0.43
O -2.922 2.583 1.119 0.79 0.27 -0.56
S -4.563 0.291 1.116 -0.01 -0.39 -0.03
O 4.351 1.232 -3.331 -0.94 0.43 -0.23
C 4.923 0.149 -2.593 0.77 -0.59 -0.77
C 5.964 -0.561 -3.425 0.07 -0.20 0.19
H 4.131 4.022 -1.256 -0.02 -0.02 0.44
H 5.574 3.345 -2.039 0.10 -0.39 0.23
H 5.281 5.061 -2.099 0.11 0.29 0.03
H 3.694 4.951 -3.668 -0.60 0.12 -0.18
H 4.573 3.563 -4.187 -0.07 -0.48 -0.20
H 2.051 0.511 -4.539 0.05 0.00 -0.30
H 1.910 -0.371 -3.071 0.03 -0.25 0.38
H 0.042 1.983 -3.050 0.06 0.11 0.35
H -0.013 1.137 -4.530 -0.27 0.16 -0.24
H -1.531 -0.184 -3.722 -0.44 -0.06 0.11
H -0.124 -1.000 -3.109 -0.21 -0.62 -0.04
H 0.902 -1.370 -1.214 -0.52 0.04 -0.37
H -3.050 -2.775 -0.026 -0.25 0.27 0.00
H -1.897 -1.780 0.805 0.04 0.59 -0.07
H -1.575 -4.425 -0.415 -0.07 -0.29 -0.73
H -0.208 -3.306 -0.746 0.06 -0.14 -0.58
H -1.251 -4.415 1.779 0.76 1.41 -0.60
H -0.377 -2.842 1.811 -0.37 0.40 -0.11
H 1.482 -3.757 1.212 0.24 -0.09 -0.23
H 0.894 -5.013 1.988 0.33 -0.19 -0.22
H -2.681 5.550 -2.023 -0.20 0.21 -0.10
H -1.607 5.187 -0.714 0.39 0.00 0.19
H -1.144 4.858 -2.437 0.50 0.20 0.16
H -2.049 -0.102 2.347 -0.05 -0.09 0.00
H -3.518 2.620 1.878 -0.21 0.01 -0.01
H 5.413 0.499 -1.701 -0.19 0.34 0.48
H 4.169 -0.584 -2.337 -0.36 -0.03 0.30
H 6.846 0.042 -3.591 0.10 0.29 -0.24
H 6.293 -1.418 -2.845 0.11 -0.24 0.13
H 5.579 -0.951 -4.359 -0.12 0.12 -0.27
Cl 1.601 -0.709 6.106 -0.01 0.01 -0.01
C 0.801 -0.252 4.603 -0.01 -0.04 0.05
Cl 1.278 -1.311 3.284 0.24 0.16 -0.14
Cl -0.954 -0.284 4.802 -0.09 0.02 0.11
H 1.101 0.756 4.350 -0.04 0.03 -0.01
Cl -4.045 6.965 0.397 -0.04 -0.02 0.02
C -5.132 7.797 -0.717 0.10 0.03 -0.05
Cl -5.014 9.545 -0.514 -0.03 -0.02 0.01
Cl -4.793 7.336 -2.387 -0.07 0.10 0.03
H -6.144 7.497 -0.485 -0.02 -0.01 0.00
Cl 6.898 2.699 0.999 0.00 0.03 0.01
C 6.312 1.250 1.821 -0.08 -0.15 -0.10
Cl 4.848 0.649 1.051 0.01 0.12 0.09
Cl 7.564 0.004 1.852 0.02 0.01 0.04
H 6.076 1.515 2.843 0.03 0.02 0.02
Cl -4.517 -5.278 0.691 -0.11 -0.09 0.11
C -5.739 -4.485 -0.308 0.18 0.29 -0.21
Cl -5.555 -2.737 -0.201 -0.34 -0.12 0.09
Cl -5.573 -5.013 -1.981 -0.15 -0.11 -0.06
H -6.722 -4.753 0.053 0.02 -0.10 0.03
Cl -2.033 -5.883 2.591 -0.92 -1.87 1.03
C -0.858 -5.648 3.887 -0.06 0.21 0.23
Cl -0.235 -3.995 3.862 0.01 -0.44 2.20
Cl -1.568 -6.025 5.455 0.02 -0.01 -0.04
H -0.030 -6.322 3.718 0.02 -0.08 -0.01
Cl -0.605 -3.113 8.418 0.00 0.01 0.00
C -1.076 -4.476 9.433 0.04 -0.02 -0.15
Cl -2.646 -5.110 8.936 -0.02 0.00 0.03
Cl 0.151 -5.743 9.384 -0.01 0.01 0.03
H -1.161 -4.127 10.452 0.00 0.00 0.02
```
Positions in Å, forces in eV/Å.

Output
2S+1   1
Frontier orbital gap   8.5593 eV
SMILES   CCOP(=O)(CCC[C@]1(S)[C@@](I)(CCCN)OC(=O)[C@@]1(/C(I)=C(/C)I)P(O)(O)=S)OCC.ClC(Cl)Cl.ClC(Cl)Cl.ClC(Cl)Cl.ClC(Cl)Cl.ClC(Cl)Cl.ClC(Cl)Cl
LUMO energy   0.000 Eh
Total energy   -12135.02915 a.u.

***

Record 3
Computed, not measured: a single C6H10 molecule, with ωB97M-V with the def2-TZVPD basis set.

```
16
Properties=species:S:1:pos:R:3:forces:R:3
C 2.160 0.192 0.192 0.11 0.02 0.00
C 0.673 0.150 0.176 0.62 -0.68 -0.02
C -0.148 1.145 -0.330 -0.27 0.74 0.03
C -1.530 0.662 -0.547 -0.30 -0.15 0.16
C -1.590 -0.717 0.079 0.01 0.00 0.16
C -0.107 -1.142 0.115 0.08 -0.13 -0.02
H 2.577 -0.291 -0.705 0.03 0.01 0.06
H 2.534 1.222 0.211 -0.06 -0.14 0.00
H 2.587 -0.333 1.055 -0.09 0.06 -0.09
H 0.206 2.093 -0.722 0.05 -0.07 0.05
H -0.843 1.397 0.604 -0.56 -0.05 -0.29
H -2.408 1.288 -0.654 0.24 0.11 -0.10
H -2.001 -0.640 1.098 0.06 -0.15 0.02
H -2.220 -1.441 -0.453 0.12 0.29 0.02
H 0.147 -1.604 -0.860 -0.06 -0.05 0.09
H 0.119 -1.884 0.889 0.01 0.18 -0.08
```
Positions in Å, forces in eV/Å.

Output
Energy above the lowest of the compared OMol25 structures with the same formula, charge and spin   86.5 kcal per mole
2S+1   1
Frontier orbital gap (spin up / spin down)   7.5083 / 7.4733 eV
LUMO energy (spin up / spin down)   0.039 / 0.036 Eh
Total energy   -234.46473 a.u.